{"formula": "C34H57AsClN4OPRuS4", "method": "ωB97M-V with the def2-TZVPD basis set", "symbols": ["C", "H", "C", "H", "H", "H", "H", "H", "H", "H", "H", "C", "H", "C", "C", "H", "H", "N", "C", "H", "C", "C", "C", "As", "H", "Ru", "H", "H", "H", "C", "H", "H", "C", "C", "N", "N", "H", "H", "C", "S", "C", "H", "C", "C", "H", "S", "C", "H", "C", "C", "H", "H", "C", "H", "H", "H", "H", "H", "H", "C", "C", "P", "H", "C", "C", "H", "C", "O", "C", "H", "C", "H", "H", "C", "H", "N", "C", "C", "H", "H", "C", "H", "H", "H", "H", "C", "H", "H", "S", "H", "H", "S", "H", "H", "H", "H", "H", "H", "C", "H", "C", "H", "H", "Cl"], "xyz": [[-2.1153, -0.6999, 1.3915], [-1.8612, -2.2749, -4.0336], [0.9491, -2.0076, -4.2133], [-0.4225, 0.4222, 5.0678], [3.8662, 1.5450, -5.7427], [-0.6120, -2.9626, -1.4824], [0.8599, -4.0139, 0.0124], [-1.0199, -4.4002, -0.5366], [2.7388, 3.2424, -4.3884], [0.7753, -2.1147, -3.1366], [0.3864, -3.3605, 4.2623], [2.8373, 2.2539, -3.9308], [-2.6388, 2.8759, 3.2962], [-2.3390, -2.6879, -0.2008], [0.9312, -3.3665, -4.9003], [-2.0235, -3.9529, -1.9076], [-0.9414, 2.1067, 5.0056], [-1.7033, 0.6836, -5.3925], [0.2485, -3.6390, 2.0915], [-2.9010, 1.9081, 1.8445], [-1.6129, 2.0989, -7.2790], [3.1288, 1.2150, -5.0107], [1.2772, -3.9942, 1.0123], [4.7519, 2.5218, 1.0291], [-1.9279, -2.0258, -5.7819], [0.0109, -0.4614, 0.8280], [2.0892, -3.2699, 1.0081], [-3.4313, -2.1886, -1.9864], [1.9525, 4.3270, 1.5102], [-2.7504, 2.5862, -6.3821], [-1.8895, 2.5417, -4.3803], [1.6946, -4.9817, 1.2344], [-1.4354, -3.5529, -1.0763], [1.1444, 2.3866, 1.1418], [0.3070, 1.6173, 0.4504], [0.8426, 1.0967, -4.4851], [-4.0671, -2.9601, 1.0944], [-1.1022, 1.5203, -1.0747], [-1.6139, -1.9618, 0.9374], [2.3489, -0.5975, 1.0201], [1.2190, 3.7591, 0.9582], [1.5400, 1.7501, -6.3844], [-0.4581, -1.2667, 2.8262], [-3.4675, -3.5476, 0.3950], [-1.3074, 2.5940, 2.1724], [1.5736, -1.0994, -0.7682], [0.3899, 4.3583, 0.0354], [-1.5441, -4.5428, 2.9582], [-0.5666, -3.6427, -5.1362], [-1.4677, 0.6462, -6.8402], [0.2579, -1.2209, 3.6276], [-3.8196, -1.1325, -0.6406], [-0.6590, 1.2472, 4.3933], [1.8826, -1.4623, -4.3457], [1.6528, 0.0063, -6.1086], [-0.7427, -4.0526, -6.1308], [3.4933, 0.2921, -4.5527], [1.6233, 1.1369, -2.5009], [-0.6941, 2.6444, -7.0488], [-1.2659, -2.2806, -4.9551], [-0.7402, -4.8014, 2.2641], [-0.5362, 0.2199, -4.3023], [0.8904, 2.6550, -3.0328], [-1.8012, 0.8929, 3.4413], [-2.4724, 1.8953, -5.0410], [-2.7846, 3.6706, -6.2809], [-0.5310, -2.3325, 1.8526], [-1.0517, 0.3013, -2.9177], [-2.9992, -1.6598, -1.1322], [-4.1271, -3.8941, -0.4055], [-1.4260, -0.2759, 2.5563], [1.5707, -4.4718, 3.5669], [-2.8132, -0.4738, 4.8071], [-3.0239, 0.4472, 4.2591], [-0.4957, 0.2116, -7.0687], [-0.1662, -1.3070, -4.8650], [-0.4833, 2.1796, -0.4784], [-0.4653, 3.5408, -0.6869], [1.4634, -3.3049, -5.8508], [-3.8799, 0.2630, 3.6063], [1.4951, 1.8062, -3.3534], [-2.2289, 0.0261, -7.3304], [1.7924, 1.8791, 1.8423], [0.2458, 1.5048, 3.8392], [-3.3872, 1.6306, -4.5104], [-2.1817, 2.1368, 2.6332], [-3.3007, 1.2224, 4.9784], [-0.2096, -5.6696, 2.6633], [4.2066, 3.5792, -0.7211], [-3.0942, -4.4210, 0.9246], [-1.8210, 2.2052, -8.3441], [6.5311, 1.4574, 0.8055], [-3.7103, 2.2571, -6.7878], [1.7832, -2.7354, 3.3507], [-1.1888, -5.1002, 1.3196], [0.4255, 5.4221, -0.1537], [1.4107, -4.1349, -4.2947], [-2.2811, -0.9360, -1.5173], [1.7541, 0.9822, -5.6295], [-0.9529, -4.3633, -4.4150], [1.0394, -3.5323, 3.4031], [3.6002, 2.3174, -3.1575], [-2.9274, -0.1568, 0.9361], [-1.5123, 4.2264, -1.8942]], "spin_multiplicity": 2, "orbital_gap_ev": [6.26, 5.80], "s_squared": 0.7670, "charge": -1}


{"formula": "C47H44F10NO4P2S4Sc", "method": "ωB97M-V with the def2-TZVPD basis set", "symbols": ["C", "C", "F", "O", "H", "F", "C", "C", "C", "H", "H", "C", "C", "H", "C", "C", "S", "C", "H", "H", "H", "O", "F", "H", "C", "C", "C", "H", "C", "C", "F", "H", "C", "C", "C", "H", "H", "S", "H", "C", "H", "F", "O", "F", "C", "H", "C", "H", "C", "S", "C", "F", "H", "H", "H", "H", "C", "H", "N", "C", "F", "C", "C", "C", "H", "C", "C", "H", "C", "H", "H", "C", "H", "H", "C", "S", "H", "C", "F", "H", "H", "C", "C", "F", "P", "C", "H", "C", "H", "H", "H", "H", "C", "C", "H", "H", "C", "Sc", "C", "H", "H", "C", "H", "H", "C", "C", "H", "C", "O", "P", "H", "H", "C"], "xyz": [[6.0847, -1.7368, -0.3140], [0.8762, 1.5366, -1.5035], [-4.8893, -5.0167, 2.6418], [0.0358, -0.3887, -0.4012], [6.0600, -2.8172, -0.4377], [-2.5141, -2.8749, -3.8075], [0.5293, 2.6323, -5.0757], [-1.8764, 5.0698, -2.5691], [-3.7274, 3.0795, 5.2995], [3.1014, -3.3714, -3.0873], [5.9946, -1.2796, -1.2992], [-1.8395, 1.9356, 4.3643], [0.0596, -2.5494, 3.6412], [2.8033, -2.4161, 3.1435], [1.8508, 3.3860, -5.0783], [-3.8522, 2.2104, 3.0698], [-0.5720, -3.9711, 4.4528], [0.1728, 0.3201, -1.4474], [-4.2469, -2.8136, -0.5464], [1.7966, -2.2491, -1.2887], [1.4621, 3.1543, -2.7114], [-0.4925, -4.0912, 7.0887], [-2.0761, 6.3030, -2.0853], [4.2423, 0.7407, 1.2948], [3.4257, -3.3854, -2.0425], [4.4802, -4.4678, 0.9229], [-2.7958, 2.9260, -1.6340], [-3.5112, 1.1260, -0.7539], [-2.8188, 1.9473, -0.6455], [3.2016, -0.8808, -2.1450], [-4.3637, 3.0323, 7.5681], [-0.4745, 3.2377, 1.4232], [-1.0207, 0.1792, -5.0162], [-4.2799, -2.9922, 1.5873], [-5.0968, -4.2530, 1.5607], [-1.7486, 1.7169, -6.3059], [4.2576, -0.8453, -2.4124], [-0.0181, -2.5610, 1.8877], [-5.4558, 3.2524, 4.0401], [-1.1856, -1.3369, -2.6484], [-0.4700, 4.9892, -0.2861], [-4.8236, -5.0033, 0.4774], [1.7523, 1.3761, 0.6975], [-5.5921, 4.2059, 6.2289], [1.6231, 2.1506, -0.3444], [5.9899, 0.6807, 1.0633], [-0.9254, 0.9959, -6.2738], [-2.9463, -0.7497, -0.5368], [-0.2472, -3.4360, 6.1117], [1.2736, -0.0545, 3.8825], [-2.4308, 2.6081, 5.4249], [-6.4188, -3.9857, 1.5184], [-2.8252, -0.8577, 3.7530], [4.4989, -4.7420, -0.1295], [-4.1008, -2.9475, 3.7269], [2.6283, -0.8773, -3.0771], [-1.1381, 4.1434, -0.3858], [3.0445, -4.3032, -1.5956], [0.3779, 1.8005, -3.8378], [5.0339, 0.3256, 0.6721], [-0.6489, 5.0878, -3.1522], [0.3954, 1.7428, -6.2983], [-0.3589, 0.6148, -3.8472], [5.0125, -1.2081, 0.6423], [2.3866, -3.9539, 1.0614], [-2.5490, 1.7351, 3.1846], [-3.9563, -2.3680, 0.3959], [3.0293, -4.1459, 3.3439], [-4.4433, 2.8836, 4.1253], [-0.2949, 3.3489, -5.0699], [2.9707, 0.0353, -1.6017], [-1.9530, 4.0169, -1.5041], [4.3539, -5.3861, 1.5021], [5.2613, -1.5527, 1.6521], [-0.4540, -0.1370, -2.6711], [0.5209, -1.8412, 6.1518], [7.0727, -1.4709, 0.0704], [3.3541, -3.5040, 1.2980], [-2.7636, 4.8735, -3.5574], [4.5154, -3.4239, -2.0388], [1.8588, 4.2340, -4.3959], [-3.8763, -2.4431, 2.7970], [-2.8507, -0.6019, 1.6116], [-3.6211, 4.9028, 6.7872], [3.2907, -1.8642, 0.4548], [0.9281, 2.2160, -2.6963], [0.4685, 2.3739, -7.1835], [2.8871, -2.1428, -1.3359], [1.2313, 1.0362, -6.3258], [-3.4493, 2.8421, -2.4918], [2.0234, 3.7756, -6.0810], [-2.2434, -1.3572, -5.8558], [0.5557, -1.5729, 4.4171], [-1.1460, 3.1527, 0.5750], [-0.8285, 1.5534, 4.4557], [4.4311, -3.0962, 3.1427], [-1.7324, -0.9941, -4.9725], [1.0527, -0.3189, 1.3870], [-1.9772, 2.0334, 0.4575], [2.6789, 2.7214, -4.8241], [-4.4129, 2.0503, 2.1560], [-1.8055, -1.7358, -3.7920], [-1.8836, 2.7602, 6.3464], [-1.0333, 0.3497, -7.1446], [-4.3341, 3.8056, 6.4680], [-3.1640, -1.2589, 2.8046], [4.9179, 0.7397, -0.3321], [-3.2381, -1.1805, 0.4099], [2.0533, 3.2799, -0.4396], [-1.7310, 0.8258, 1.8207], [5.4562, -4.0596, 1.1918], [-1.2410, -1.9155, -1.7356], [3.4010, -3.2651, 2.8172]], "orbital_gap_ev": 5.67}


{"formula": "C2HFNO3P", "method": "ωB97M-V with the def2-TZVPD basis set", "symbols": ["P", "C", "O", "H", "O", "F", "N", "O", "C"], "xyz": [[1.1570, 0.3656, -0.1300], [-0.7554, 0.2175, 0.1583], [1.7464, -0.8033, 0.5990], [-1.0345, 1.0520, -0.4548], [1.4056, 1.7994, 0.3820], [-1.1970, 0.5903, 1.4159], [-1.3792, -2.2385, -0.1853], [1.0726, 0.1750, -1.6492], [-1.0157, -1.1580, -0.1359]], "orbital_gap_ev": 6.99, "smiles": "N#C[C@@H](F)P(=O)([O-])[O-]", "charge": -2}


{"formula": "C4H16N2O5", "method": "ωB97M-V with the def2-TZVPD basis set", "symbols": ["H", "H", "O", "N", "H", "C", "O", "H", "H", "H", "C", "C", "H", "H", "H", "H", "O", "C", "O", "O", "H", "N", "H", "H", "H", "H", "H"], "xyz": [[2.8981, -3.2484, -0.1823], [-3.4086, 1.0266, -1.6482], [2.5085, -2.6456, -0.8493], [-0.5173, 0.0990, -0.0575], [-0.0851, -0.0257, 1.8817], [0.5957, 2.0509, 1.1373], [-0.1555, -3.3672, -0.7678], [0.2297, 2.5902, 0.2832], [-2.3119, 1.7992, -1.8602], [-0.2355, -3.6503, -1.6888], [-0.2836, 2.5132, 2.4351], [0.4365, 0.5167, 0.9743], [1.5857, -2.7704, -0.5136], [-0.0015, 3.5484, 2.7195], [1.4530, -0.8763, -2.5243], [-1.5391, 0.2370, 0.0252], [0.1423, 1.9380, 3.6281], [-0.1044, -0.3867, -1.3361], [-2.8390, 1.5720, -1.0779], [-0.9322, -0.8691, -2.0768], [1.6936, 2.2306, 1.3445], [1.1952, -0.3350, -1.6795], [0.0861, 0.9825, 3.6547], [2.0426, -0.2060, -1.1287], [-0.9385, -2.7245, -0.8329], [1.2446, -0.1850, 0.8245], [-1.2861, 2.2362, 2.1603]], "spin_multiplicity": 2, "orbital_gap_ev": [11.10, 5.63], "s_squared": 0.7585, "charge": 1}